1.
48
Properties=species:S:1:pos:R:3:forces:R:3 method="wB97M-V/def2-TZVPD" lumo_energy_ev="3.20 / 1.88" spin_multiplicity=2 s_squared=0.79 total_charge=-2 orbital_gap_ev="5.59 / 4.18" e_above_lowest_kcal_mol=5.15
Ru -0.502 1.093 -1.113 -0.33 0.47 0.53
C -2.052 5.012 -1.834 0.00 -0.01 0.00
C -1.316 4.008 -0.967 -0.05 0.02 0.00
C -0.361 4.681 0.003 0.02 0.00 0.00
O -0.587 3.111 -1.848 0.16 -0.20 0.08
C -2.322 3.143 -0.171 -0.03 -0.07 -0.08
O -3.190 3.722 0.454 0.01 0.03 0.03
O -2.165 1.863 -0.226 -0.01 -0.07 -0.07
H -1.338 5.630 -2.383 0.00 0.00 0.00
H -2.674 5.643 -1.203 0.00 0.00 0.00
H -2.689 4.492 -2.548 0.01 0.00 0.00
H 0.361 5.299 -0.538 0.00 0.00 0.00
H 0.177 3.945 0.602 0.00 -0.01 0.00
H -0.934 5.318 0.675 0.00 0.00 0.00
H 0.344 3.358 -1.947 -0.05 0.13 -0.04
O 0.840 1.030 -7.110 -0.01 0.04 -0.01
C 0.572 0.967 -5.938 0.03 -0.12 0.02
C -0.781 0.565 -5.347 -0.01 0.09 -0.02
O -1.771 0.282 -5.978 -0.01 -0.03 0.00
C -0.601 0.654 -3.882 0.00 -0.02 0.05
C 0.716 1.025 -3.591 0.04 -0.07 0.02
O 1.096 1.161 -2.338 0.03 -0.31 0.00
C 1.511 1.275 -4.775 -0.03 0.07 0.00
O 2.656 1.676 -4.871 0.01 -0.01 0.01
O -1.455 0.465 -2.959 -0.10 0.12 -0.13
F 1.650 -1.786 1.216 -0.03 -0.01 0.03
C 1.129 -2.721 2.039 -0.04 0.00 -0.05
C 1.817 -3.002 3.197 0.02 -0.01 0.02
F 2.954 -2.313 3.411 -0.01 -0.01 0.00
C 1.409 -3.978 4.125 0.04 0.03 -0.01
C 0.225 -4.628 3.737 -0.06 -0.03 -0.01
C -0.467 -4.335 2.582 -0.03 -0.03 0.02
F -1.610 -5.004 2.351 0.00 0.00 0.00
C -0.052 -3.368 1.672 0.09 0.02 -0.05
C -0.787 -3.042 0.438 0.13 0.05 0.16
C -0.798 -1.767 -0.029 -0.24 0.12 -0.07
N -0.837 -0.653 -0.391 0.38 -0.28 -0.32
C -1.474 -4.031 -0.315 -0.03 -0.02 0.04
N -2.027 -4.839 -0.925 0.01 0.00 -0.02
F -0.305 -5.575 4.535 0.00 0.01 0.00
C 2.124 -4.276 5.335 0.04 -0.03 -0.02
C 3.231 -3.518 5.786 -0.04 0.07 0.02
N 4.123 -2.922 6.220 0.02 -0.03 -0.01
C 1.790 -5.354 6.190 -0.05 0.03 0.03
N 1.571 -6.211 6.936 0.03 -0.02 -0.02
C 0.649 1.304 0.292 0.07 0.11 -0.13
H 1.623 1.790 0.172 -0.01 0.01 -0.01
H 0.527 0.809 1.257 0.03 -0.01 0.02

***

2.
22
Properties=species:S:1:pos:R:3:forces:R:3 method="wB97M-V/def2-TZVPD" lumo_energy_ev=-5.06 spin_multiplicity=1 total_charge=+1 orbital_gap_ev=7.81 smiles="C=[N+](C)c1[nH]cnc1/C=N/C" e_above_lowest_kcal_mol=96.99
C -0.719 2.692 -0.747 0.02 1.16 -0.47
N -0.436 1.588 -0.129 -2.67 -0.84 -0.36
C 0.689 1.452 0.714 4.30 1.51 1.09
C -1.256 0.350 -0.057 1.83 0.81 -0.07
N -2.611 0.393 0.106 1.47 -2.03 -0.78
C -2.950 -0.974 0.081 -1.29 -0.06 0.47
N -1.892 -1.735 -0.032 -0.72 -0.56 0.02
C -0.782 -0.977 -0.072 0.28 3.06 -0.39
C 0.588 -1.569 -0.228 -0.68 -1.69 0.03
N 1.728 -1.054 0.055 -2.00 -1.81 -0.17
C 2.878 -1.916 -0.099 -0.07 1.46 2.03
H -0.071 3.586 -0.699 0.35 -1.03 0.70
H -1.556 3.057 -1.401 0.17 -1.94 0.69
H 1.410 2.311 0.432 -1.28 -0.96 1.25
H 1.378 0.580 0.554 -1.12 0.15 -0.94
H 0.511 1.240 1.807 -0.59 1.09 -1.07
H -3.012 1.275 0.354 -1.18 -0.13 0.06
H -3.984 -1.432 0.156 1.40 1.21 -0.03
H 0.385 -2.669 -0.554 0.97 1.64 0.46
H 3.403 -2.087 0.837 -0.50 -0.03 0.67
H 3.556 -1.275 -0.538 1.83 0.80 -1.83
H 2.742 -2.838 -0.540 -0.52 -1.79 -1.36

***

3.
13
Properties=species:S:1:pos:R:3:forces:R:3 method="wB97M-V/def2-TZVPD" lumo_energy_ev=0.47 spin_multiplicity=1 orbital_gap_ev=9.76 smiles=C#C[C@@]1(F)[C@H](O)[C@@H]1S e_above_lowest_kcal_mol=89.59
C -1.173 -2.557 -1.579 1.30 4.45 3.14
C -0.929 -1.587 -0.875 -0.15 -2.63 -1.29
C -0.259 -0.600 -0.107 -0.82 -0.46 2.43
F -0.324 -0.805 1.318 0.31 -0.21 -1.91
C 1.002 -0.073 -0.635 -1.30 0.88 -0.55
O 2.177 -0.008 0.029 0.57 1.46 -1.26
C -0.280 0.843 -0.478 -0.19 -0.34 -1.65
S -0.392 1.997 0.847 1.37 0.49 -0.38
H -1.669 -3.302 -2.006 -1.51 -2.73 -1.86
H 1.113 -0.356 -1.642 0.36 -0.20 -1.16
H 2.049 -0.433 0.835 -0.07 -1.06 2.51
H -0.843 1.043 -1.444 0.91 -0.02 1.36
H 0.948 2.248 0.657 -0.79 0.36 0.62

***

4.
64
Properties=species:S:1:pos:R:3:forces:R:3 method="wB97M-V/def2-TZVPD" lumo_energy_ev=2.22 spin_multiplicity=1 total_charge=-1 orbital_gap_ev=8.30
N 0.677 3.120 5.034 -0.27 0.09 -0.29
C -0.108 3.449 4.079 0.15 -0.10 0.28
C -1.062 2.484 3.459 0.25 -0.38 0.51
B -0.489 2.062 1.997 0.04 0.97 -0.48
C -1.401 0.965 1.132 0.37 -0.23 -0.11
F -2.610 1.509 0.745 0.00 -0.12 0.10
F -0.744 0.664 -0.054 -0.24 0.14 0.21
C -1.706 -0.413 1.795 0.38 -0.04 0.27
F -0.876 -0.575 2.863 -0.22 0.00 -0.31
F -1.467 -1.466 0.963 -0.11 0.14 0.15
C -3.142 -0.582 2.355 -0.09 0.06 0.04
F -3.184 -1.728 3.073 0.08 0.13 -0.11
F -3.412 0.437 3.193 0.00 -0.17 -0.08
C -4.281 -0.666 1.271 0.08 0.17 0.19
F -3.776 -0.761 0.044 -0.04 -0.10 -0.32
F -5.073 0.400 1.318 -0.03 0.06 0.02
F -5.040 -1.741 1.480 -0.10 -0.17 0.02
O -0.538 3.320 1.137 0.18 0.05 -0.14
C 0.618 3.413 0.412 -0.49 -1.46 0.46
I 1.227 5.472 0.197 0.15 0.16 -0.10
C 1.676 2.542 1.178 -0.05 0.97 -0.70
C 2.612 1.860 0.179 0.13 -0.08 0.15
C 3.958 1.405 0.787 -0.44 -0.41 0.10
C 4.030 -0.112 0.912 0.05 0.11 -0.04
F 2.970 -0.607 1.583 0.03 0.07 -0.11
F 4.047 -0.690 -0.322 -0.05 0.19 0.02
C 5.306 -0.549 1.700 -0.14 0.01 0.30
F 5.099 -0.268 2.992 0.13 0.00 -0.09
F 6.363 0.162 1.288 0.03 -0.03 -0.16
S 5.806 -2.389 1.568 -0.04 -0.09 -0.01
F 6.157 -2.155 0.032 0.07 -0.11 0.18
F 4.324 -2.805 1.189 0.23 -0.10 0.03
F 5.487 -2.680 3.099 0.03 0.01 -0.23
F 7.313 -2.031 1.972 -0.22 -0.09 -0.05
F 6.247 -3.909 1.399 -0.05 0.32 0.06
O 0.922 1.662 1.929 0.06 -0.41 0.35
H 1.283 3.905 5.272 -0.03 0.03 -0.01
H -0.070 4.461 3.654 -0.06 -0.09 -0.11
H -2.056 2.931 3.361 0.05 0.08 -0.13
H -1.139 1.636 4.150 0.00 0.04 -0.16
H 0.485 3.015 -0.603 0.10 0.47 -0.09
H 2.275 3.240 1.790 -0.07 -0.26 0.25
H 2.824 2.575 -0.622 -0.04 -0.10 0.04
H 2.078 1.006 -0.250 0.01 0.14 -0.07
H 4.801 1.719 0.171 -0.01 0.01 0.14
H 4.059 1.811 1.797 0.15 0.07 -0.10
C -3.831 -1.567 -3.348 -0.15 0.50 0.39
C -3.505 -3.064 -3.239 -0.01 0.07 -0.37
C -2.085 -3.473 -2.829 -0.03 -0.06 0.20
F -1.166 -3.033 -3.708 -0.03 0.08 -0.14
F -2.027 -4.828 -2.807 0.01 0.03 0.00
F -3.865 -3.704 -4.375 0.04 0.01 0.05
F -4.299 -3.533 -2.232 -0.04 -0.02 0.06
O -3.804 -0.955 -4.629 0.05 -0.59 -0.28
C -2.675 -0.439 -5.192 -0.13 0.05 0.25
C -2.288 -1.179 -6.483 0.00 0.03 -0.09
F -2.140 -2.500 -6.271 0.05 0.01 0.09
F -1.111 -0.682 -6.929 0.00 -0.01 -0.03
F -1.654 -0.371 -4.328 0.07 -0.09 -0.01
F -2.966 0.826 -5.580 0.04 0.14 0.00
H -4.878 -1.498 -3.061 0.00 -0.03 0.02
H -3.266 -0.989 -2.615 0.16 -0.09 -0.04
H -1.851 -3.091 -1.832 0.01 0.02 -0.02
H -3.059 -1.021 -7.239 0.00 0.00 0.01